The following is a quantum chemistry calculation of a structure of composition C13H26MoO2S4SbSe6, from OMol25.

Energy relative to the best compared isomer or geometry (same formula, charge and spin) in kJ/mol: 121.2
Total charge: -1
Orbital gap (spin up / spin down) in eV: 6.0 / 5.3
Multiplicity: 3

Each line ends with the Mulliken spin population.
Positions of all 53 atoms, in Å:
Mo: 1.692 0.617 1.877  1.5331
S: -0.892 -1.080 -2.685  0.0004
C: 3.047 0.896 -1.395  0.0587
H: 4.803 2.037 -2.956  0.0001
C: -3.142 0.797 -0.511  0.0017
Se: 0.208 2.281 1.801  -0.2669
S: -2.221 -0.193 0.695  -0.0015
C: -2.444 2.101 -0.882  -0.0076
H: 3.181 3.062 0.281  0.0035
H: -3.018 -2.154 -2.490  0.0000
C: 4.078 2.452 0.367  0.0428
C: 4.305 1.614 -0.894  -0.0381
Se: 0.914 -1.627 2.626  0.1511
H: 3.300 0.332 -2.295  0.0077
H: -2.331 -4.375 -1.806  0.0002
O: 5.247 -0.648 -0.346  -0.0004
C: 5.522 0.676 -0.732  -0.0036
H: -3.113 2.700 -1.508  0.0003
Se: -0.794 0.401 5.766  0.1258
H: 2.289 1.637 -1.665  -0.0085
O: 3.885 3.727 -2.173  -0.0004
C: -2.025 -2.483 -2.803  0.0001
S: -0.824 -3.239 -0.308  -0.0062
C: -2.276 -2.976 0.736  0.0027
H: 6.042 0.589 -1.691  0.0001
C: 4.723 2.593 -2.013  0.0125
Se: 3.357 -0.314 5.662  0.3361
H: -3.499 -1.770 -0.567  -0.0003
H: -2.906 -3.868 0.693  -0.0003
Sb: 1.227 -0.095 4.623  0.0840
H: -1.990 2.275 -3.803  0.0000
H: -2.109 -2.833 -3.836  0.0000
H: -1.859 -2.922 1.744  -0.0009
H: 5.713 2.996 -1.781  -0.0014
H: 6.215 1.161 -0.029  0.0003
H: -4.000 -1.770 1.120  0.0002
H: 4.731 -0.617 0.473  -0.0039
H: -4.130 1.043 -0.110  0.0001
H: -2.882 0.074 -3.352  0.0001
C: -1.532 -3.640 -1.929  0.0013
S: -0.837 1.987 -1.707  -0.0006
H: -2.239 2.682 0.019  0.0039
C: -3.130 -1.744 0.459  -0.0001
H: -0.348 1.664 -3.949  0.0000
H: 2.980 3.420 -2.292  0.0001
C: -1.286 1.540 -3.405  -0.0008
Se: 3.981 1.504 2.096  -0.0519
H: -1.782 -0.090 -4.716  -0.0001
C: -1.832 0.130 -3.646  -0.0004
Se: 2.066 -0.419 -0.303  0.0227
H: 4.923 3.134 0.486  0.0049
H: -3.288 0.181 -1.398  -0.0003
H: -0.708 -4.143 -2.438  0.0000